[1]
Here is a cluster of 5 separate species, CH11NO4 in total from the Open Molecules 2025 dataset. Energies are from ωB97M-V/def2-TZVPD.

Results
Kohn-Sham gap: 9.924 eV
E_tot: -400.369133 Ha
Net charge: 0
Energy above the lowest of the compared OMol25 structures with the same formula, charge and spin: 1.4264 eV
Highest occupied orbital energy: -9.71 eV

Atoms and positions in Å:
C: -4.917 -0.667 2.614
N: -6.093 -0.771 3.027
H: -4.599 0.220 2.068
H: -4.109 -1.393 2.753
H: -6.347 -1.558 3.615
O: 2.625 1.134 -2.183
H: 3.100 1.568 -2.893
H: 3.047 1.251 -1.318
O: 4.381 1.385 0.078
H: 3.932 1.771 0.840
H: 4.728 2.125 -0.431
O: 1.767 -1.351 -2.032
H: 2.296 -0.645 -2.456
H: 2.466 -1.736 -1.482
O: -0.705 -0.643 -0.401
H: -1.462 -0.094 -0.633
H: -0.108 -0.598 -1.167

[2]
Here is a cluster of 4 separate species, CH11NO4 in total from the Open Molecules 2025 dataset. Energies are from ωB97M-V/def2-TZVPD.

Results
Kohn-Sham gap: 10.411 eV
E_tot: -400.356283 Ha
Net charge: 0
Energy above the lowest of the compared OMol25 structures with the same formula, charge and spin: 1.7761 eV
Highest occupied orbital energy: -10.12 eV

Atoms and positions in Å:
N: 0.826 -1.427 -1.702
C: 1.062 -0.348 -0.760
O: 0.599 -0.643 0.559
H: 1.804 -1.728 -1.976
H: 0.219 -2.158 -1.388
H: 0.638 0.677 -1.110
H: 2.058 -0.108 -0.715
H: 1.052 -1.414 0.832
O: -2.083 -0.854 -1.055
H: -1.261 -0.752 -1.372
H: -1.985 -0.073 -0.492
O: 0.319 1.367 3.015
H: 0.889 0.629 2.568
H: -0.524 0.855 2.883
O: -1.578 1.768 0.279
H: -1.381 2.610 -0.247
H: -0.654 1.599 0.681

[3]
Here is a cluster of 5 separate species, CH11NO4 in total from the Open Molecules 2025 dataset. Energies are from ωB97M-V/def2-TZVPD.

Results
Kohn-Sham gap: 9.146 eV
E_tot: -400.333232 Ha
Net charge: 0
Energy above the lowest of the compared OMol25 structures with the same formula, charge and spin: 2.4033 eV
Highest occupied orbital energy: -8.62 eV

Atoms and positions in Å:
C: 0.304 -2.975 -0.118
N: 0.771 -2.003 0.524
H: 0.029 -3.889 0.434
H: 0.101 -2.983 -1.200
H: 0.387 -1.090 0.684
O: 0.177 0.705 2.148
H: -0.365 1.096 2.836
H: 0.442 -0.174 2.382
O: -1.143 -0.309 -0.984
H: -1.642 -0.543 -0.197
H: -1.466 0.560 -1.205
O: 1.487 1.443 -0.520
H: 1.876 0.577 -0.690
H: 0.968 1.358 0.274
O: -0.978 2.569 -1.425
H: -0.096 2.164 -1.415
H: -0.853 3.495 -1.529

[4]
Here is a cluster of 5 separate species, CH11NO4 in total from the Open Molecules 2025 dataset. Energies are from ωB97M-V/def2-TZVPD.

Results
Kohn-Sham gap: 4.211 eV
E_tot: -400.096765 Ha
Net charge: 0
Energy above the lowest of the compared OMol25 structures with the same formula, charge and spin: 8.8379 eV
Highest occupied orbital energy: -9.90 eV

Atoms and positions in Å:
N: 0.692 1.358 -0.337
C: 0.503 0.630 -1.614
O: -1.782 0.671 0.897
H: -0.129 1.331 0.281
H: 1.661 1.019 0.130
H: 0.461 -0.390 -1.243
H: -0.419 0.876 -2.124
H: 1.318 0.894 -2.224
H: -2.076 -0.308 -0.197
H: -2.644 -1.648 -0.976
O: -2.024 -0.896 -1.081
H: 1.103 -0.847 1.150
H: -2.554 1.064 1.346
O: 2.531 -0.643 0.179
H: -0.175 -0.133 1.510
H: 3.423 -0.511 0.456
O: 0.296 -0.961 1.746

[5]
Here is a cluster of 4 separate species, CH11NO4 in total from the Open Molecules 2025 dataset. Energies are from ωB97M-V/def2-TZVPD.

Results
Kohn-Sham gap: 10.490 eV
E_tot: -400.421552 Ha
Net charge: 0
Energy above the lowest of the compared OMol25 structures with the same formula, charge and spin: 0.0000 eV
Highest occupied orbital energy: -9.75 eV

Atoms and positions in Å:
N: 1.497 -0.536 -0.617
C: 1.609 0.890 -0.452
O: 0.336 1.499 -0.322
H: 2.272 -0.933 -1.153
H: 1.344 -1.038 0.242
H: 2.027 1.296 -1.372
H: 2.250 1.191 0.380
H: 0.077 1.476 0.616
O: -0.527 0.561 2.265
H: -1.294 1.063 2.550
H: -0.906 -0.239 1.843
O: -1.617 -0.049 -1.567
H: -1.330 -0.716 -2.199
H: -0.793 0.436 -1.326
O: -1.658 -1.505 0.740
H: -1.849 -1.001 -0.072
H: -1.440 -2.395 0.442

[6]
Here is a cluster of 5 separate species, CH11NO5 in total from the Open Molecules 2025 dataset. Energies are from ωB97M-V/def2-TZVPD.

Results
Kohn-Sham gap: 10.187 eV
E_tot: -475.640559 Ha
Net charge: 0
Energy above the lowest of the compared OMol25 structures with the same formula, charge and spin: 1.2925 eV
Highest occupied orbital energy: -9.67 eV

Atoms and positions in Å:
N: 0.509 -0.914 -1.149
C: -0.211 -1.343 -2.208
O: -1.015 -0.743 -2.870
H: 0.970 -1.557 -0.556
H: 0.626 0.089 -1.129
H: -0.200 -2.474 -2.276
O: -0.785 -3.034 3.556
H: -0.820 -3.417 4.445
H: -0.099 -3.608 3.203
O: -1.623 2.624 2.537
H: -1.656 1.615 2.435
H: -2.533 2.871 2.341
O: 2.350 1.146 -2.812
H: 1.503 1.622 -2.755
H: 2.397 1.025 -3.767
O: 0.124 1.648 0.415
H: -0.411 2.417 0.630
H: 0.876 2.032 -0.041

[7]
Here is a cluster of 2 separate species, CH11NP6 in total from the Open Molecules 2025 dataset. Energies are from ωB97M-V/def2-TZVPD.

Results
Kohn-Sham gap (spin up / spin down): 7.459 / 6.594 eV
Spin multiplicity: 3
E_tot: -2147.415937 Ha
<S²>: 2.01
Net charge: 0
Highest occupied orbital energy (spin up / spin down): -6.67 / -8.37 eV

Atoms and positions in Å:
C: 2.139 2.721 0.244
N: -3.168 -1.546 0.456
P: 0.564 -2.808 0.417
P: -2.818 1.105 -0.796
P: 1.319 1.154 0.802
P: 2.117 -1.542 -0.390
P: 1.031 0.064 -1.128
P: -1.981 -0.365 0.422
H: 3.070 2.422 -0.360
H: 2.681 3.044 1.170
H: 1.513 3.319 -0.425
H: -3.822 -1.883 -0.264
H: -2.776 -2.386 0.820
H: 0.362 -1.878 1.329
H: 1.339 -3.452 1.437
H: -1.677 1.894 -0.896
H: -2.318 0.513 -1.941
H: -0.021 1.812 0.740
H: 2.446 -2.188 -1.637